{"formula": "C2H5F5NaNbO2S", "method": "ωB97M-V with the def2-TZVPD basis set", "symbols": ["O", "S", "O", "Nb", "C", "F", "F", "C", "F", "F", "F", "H", "H", "H", "H", "H", "Na"], "xyz": [[-0.80, 1.35, -1.06], [0.29, 0.55, -0.51], [1.61, 1.08, -0.88], [0.12, 0.70, 2.08], [0.14, -1.20, -1.20], [0.00, -2.01, -0.15], [1.27, -1.50, -1.84], [-1.06, -1.42, -2.13], [-1.17, -2.74, -2.38], [-2.18, -1.02, -1.52], [-0.91, -0.78, -3.28], [1.27, -0.72, 2.24], [1.69, 1.70, 2.05], [-0.69, 2.36, 1.98], [-1.39, -0.29, 1.89], [0.01, 0.63, 3.88], [1.81, 3.31, 0.83]], "mulliken_charge": [-0.6057, 0.8568, -0.6341, -0.5214, 0.4552, -0.2473, -0.2410, 0.6409, -0.2513, -0.2133, -0.2248, 0.0861, -0.0876, 0.0543, 0.0958, 0.0958, 0.7415], "orbital_gap_ha": 0.2641, "multiplicity": 1, "e_lumo_ev": -2.3, "charge": 0, "homo_energy_ev": -9.44}